# 1
Entry from the OMol25 dataset: 10 unconnected molecules or ions with the total composition C5H32N2O9S at a distorted geometry (wB97M-V/def2-TZVPD).

Cartesian coordinates (Å):
1 S -3.44605 1.21108 0.44826
2 O 3.03622 -2.24544 -1.88819
3 O -4.00872 -1.50518 1.96269
4 O -1.95038 -2.37246 -2.84315
5 O 0.42439 -0.81684 2.99650
6 O -2.08728 0.32517 -2.55164
7 O 1.98769 -3.87340 0.33669
8 O -0.69102 -1.79727 0.65315
9 O 4.42217 0.50388 -0.99116
10 O -0.44538 -3.71603 -1.25736
11 N 0.50121 2.08700 -1.68704
12 N 1.33713 1.13590 1.22859
13 C -0.19215 2.03546 -0.31817
14 C 0.76627 2.43411 0.82302
15 C 2.53426 1.19808 2.08723
16 C -1.31149 3.03429 -0.17503
17 C -2.34401 2.54341 0.86464
18 H 2.17290 -2.58913 -1.86942
19 H 1.02377 -4.16143 0.38421
20 H 2.36660 1.42456 3.09697
21 H 3.52149 0.24135 -1.07481
22 H -0.17818 -1.01992 0.43492
23 H -3.94152 1.46579 -0.77113
24 H 1.60716 3.01142 0.42511
25 H -0.03442 -4.18112 -1.98837
26 H 4.64555 0.30602 -0.04493
27 H -2.91170 -2.47551 -2.40551
28 H 0.09409 2.93772 1.62409
29 H 2.30423 -3.87594 1.32881
30 H -0.31361 -2.56324 0.31292
31 H -2.77027 3.56604 1.31874
32 H -2.09715 1.27130 -2.16117
33 H 3.28336 1.77771 1.64435
34 H 0.40104 -1.01490 3.91270
35 H -1.57161 0.42702 -3.35013
36 H -1.07880 -3.16907 -1.55867
37 H -0.26460 0.97808 -0.33041
38 H -0.92629 4.08995 0.05942
39 H 3.21557 -1.97804 -2.79334
40 H 2.92424 0.10850 2.30221
41 H 0.01562 -1.61554 2.57485
42 H 1.26419 1.51599 -2.01325
43 H -3.47504 -0.98121 2.34144
44 H 0.57855 0.58143 1.65598
45 H 0.86525 2.99708 -1.86797
46 H -1.54581 3.43871 -1.10077
47 H -1.82378 2.37142 1.88611
48 H -4.00986 -1.58468 1.05886
49 H -1.87381 -1.48215 -2.72083

Properties
SMILES	CNC[C@H](N)CCS.O.O.O.O.O.O.O.O.O
HOMO-LUMO gap	8.859	eV

Results of the Mulliken charge analysis, in e, for atoms 1 through 6:
1 S -0.1632
2 O -0.5805
3 O -0.5452
4 O -0.7584
5 O -0.5969
6 O -0.7275

***

# 2
Entry from the OMol25 dataset: 14 unconnected molecules or ions with the total composition C56H112O42 at a distorted geometry (wB97M-V/def2-TZVPD).

Cartesian coordinates (Å):
1 O -5.54610 3.98803 2.84078
2 O 5.11872 -1.91404 -2.50003
3 O 4.26843 2.70066 -2.43538
4 O -7.27465 -2.09543 0.36072
5 O 1.24262 3.90498 7.57794
6 O -5.90413 -2.19312 2.18371
7 O 2.29341 -1.42212 1.02683
8 O 2.38615 -6.66439 -5.03023
9 O -5.45125 -5.29464 -2.86328
10 O -3.40408 0.82830 6.44432
11 O -1.35812 -1.43934 -7.44260
12 O -0.17797 0.69164 0.01518
13 O -6.53928 -6.32636 -1.34794
14 O 6.91121 -2.98603 -3.19501
15 O 0.50495 8.35129 1.57424
16 O -1.12715 3.80861 -3.46620
17 O 0.50492 2.59393 5.84163
18 O 4.19532 3.42227 -4.52228
19 O 5.85115 -3.70563 -1.34085
20 O -0.01175 -0.85760 -5.74880
21 O -4.26494 0.66493 8.46625
22 O 1.07955 0.17905 -1.79547
23 O -3.69837 3.19381 1.82056
24 O 3.63572 -5.22447 -3.78111
25 O -5.65139 -0.64803 0.60171
26 O -2.87597 4.67973 -2.50330
27 O -3.69918 2.71556 7.65746
28 O -0.41338 2.48718 7.84306
29 O -4.83734 -5.06806 -0.66011
30 O 0.71099 -2.23977 -7.30708
31 O -3.60234 4.68073 3.58335
32 O 1.02070 -5.77801 1.60210
33 O 1.78526 -4.58059 -4.85652
34 O -0.79034 -0.95787 -1.23325
35 O 0.89710 -0.62055 2.65253
36 O 0.20674 6.17927 1.67488
37 O 0.83361 -4.24311 3.22385
38 O 2.16721 7.00578 0.87567
39 O -2.04673 2.68826 -1.80856
40 O 4.35561 1.18094 -4.08005
41 O 2.96620 0.04215 2.54687
42 O 0.46947 -6.41097 3.64094
43 C 1.35116 9.43972 0.99138
44 C -2.00185 0.82508 4.46251
45 C -3.45595 0.38840 0.29954
46 C -2.43626 -0.71411 -6.84471
47 C -5.07833 3.66374 -2.18627
48 C -0.53464 -1.88269 -2.34484
49 C -4.73069 1.30447 9.64149
50 C -3.96666 4.49673 -1.57129
51 C -6.60264 -3.35593 2.66568
52 C 0.71194 -5.51292 2.89212
53 C -5.56692 -5.51094 -1.70302
54 C -0.47397 3.01567 9.17453
55 C 2.70139 2.45942 4.94936
56 C 5.11202 -1.12389 2.48610
57 C -2.03498 3.62131 -2.56934
58 C 0.11635 -0.00102 -1.06586
59 C 3.98311 -1.85856 -1.53957
60 C 0.93149 7.09905 1.38909
61 C 3.26935 -2.62050 -5.20110
62 C 0.56611 1.95826 0.26322
63 C 2.22871 5.03236 -0.60329
64 C 4.10009 3.01045 -5.98159
65 C 4.22770 1.51768 -1.59305
66 C -2.08935 4.65712 3.54442
67 C -2.80613 1.66782 5.45930
68 C 1.40479 -4.69400 0.72526
69 C 4.55798 -6.31241 -3.32530
70 C 4.32860 0.02070 1.95854
71 C -0.18072 -1.35323 2.03796
72 C 0.53013 3.06578 7.06777
73 C -6.38381 -1.66624 1.03182
74 C 8.62967 -4.38384 -4.34108
75 C 0.38300 -3.06547 -8.45722
76 C 1.54801 -3.91203 -8.78037
77 C 4.31896 2.34032 -3.69682
78 C -1.51552 5.31900 4.78978
79 C 2.68045 3.16345 -6.43140
80 C -4.39213 -0.19047 1.31917
81 C -0.19125 2.76412 1.30406
82 C -2.90979 -3.93427 0.12057
83 C 2.63246 -5.58566 -4.56356
84 C -3.79736 -4.19625 -1.11533
85 C 2.12809 -3.21929 -4.42853
86 C 1.47565 3.29431 5.01140
87 C -6.84128 -6.42871 0.10438
88 C -6.35605 3.17829 1.95069
89 C -4.23337 3.92590 2.66959
90 C -0.21948 -1.47891 -6.76334
91 C 0.47092 -3.90463 4.60923
92 C 5.93734 -2.96109 -2.29700
93 C -3.76326 1.50457 7.58365
94 C 2.73978 5.68987 0.67890
95 C -0.23858 2.65667 -3.62972
96 C 2.04525 -0.73177 2.01065
97 C 1.36860 -5.16857 -0.71287
98 C 7.86543 -4.03731 -3.03441
99 H 7.97539 -4.54431 -5.18114
100 H -5.72329 1.71116 9.57171
101 H -7.37282 3.46769 2.17274
102 H 4.22861 -3.02133 -4.88477
103 H 0.59857 2.42504 -0.70127
104 H -1.75675 3.62386 3.59696
105 H 1.77006 9.11651 0.06242
106 H 3.57333 -2.84526 -1.38910
107 H -2.69226 -4.88871 0.61110
108 H -0.51691 -3.65625 -8.25176
109 H -6.08532 -7.09642 0.51719
110 H -0.68126 1.73184 -3.29262
111 H 0.47638 -2.81249 4.58835
112 H -3.57939 4.01613 -0.67507
113 H 4.73575 3.61396 -6.60470
114 H 2.59958 4.00460 -0.68450
115 H -1.81602 1.42870 3.56183
116 H 5.91286 -1.39180 1.80049
117 H 3.29015 1.00638 -1.67615
118 H 2.24718 -3.20729 -3.34865
119 H 0.27432 3.75319 1.35465
120 H -3.46186 -3.48027 0.93605
121 H 1.67780 4.22042 5.53073
122 H -0.44588 -2.16325 2.71245
123 H 1.18856 -4.36975 5.29751
124 H -0.07394 2.59380 -4.69175
125 H 4.27880 -1.44552 -0.57553
126 H 0.69241 -3.87876 0.83270
127 H 4.50491 2.02537 -6.12399
128 H 1.57456 1.70866 0.60944
129 H -1.42910 2.72274 9.52332
130 H -1.06990 0.44012 4.89455
131 H -3.95334 -1.07883 1.76701
132 H 3.78782 5.93120 0.61677
133 H -3.44764 -0.21179 -0.61977
134 H 0.64024 2.87063 -3.03563
135 H 7.37247 -4.92042 -2.62792
136 H -0.54468 -4.24057 4.87474
137 H 1.69627 -4.63368 -7.97617
138 H -0.44340 5.44343 4.66198
139 H -6.96323 -5.43350 0.48528
140 H 2.48726 5.09736 1.54887
141 H 8.54068 -3.65541 -2.25458
142 H -2.05504 -3.32532 -0.16028
143 H 1.27856 -2.61516 -4.70239
144 H 0.41838 -2.33990 -2.18536
145 H 4.97692 0.80998 -1.89053
146 H 5.13572 -5.89691 -2.52135
147 H -6.31212 -4.18637 2.02380
148 H 2.23889 -5.77695 -0.95491
149 H -2.11757 0.31755 -6.74527
150 H -6.29584 -3.47481 3.69987
151 H 2.33988 4.19135 -6.54129
152 H -7.85557 -6.82908 0.15486
153 H -1.35288 -2.58717 -2.29831
154 H -2.57845 -1.07266 -5.81342
155 H 0.97193 3.44834 4.05612
156 H 3.38589 -1.55249 -4.96989
157 H -4.33219 5.45425 -1.20997
158 H -1.81439 5.14135 2.60634
159 H -4.77062 2.64563 -2.36657
160 H -1.74573 4.71266 5.66275
161 H 2.57805 1.65116 4.24436
162 H -0.20347 2.24359 2.27213
163 H 1.29311 -4.36263 -1.44833
164 H -1.00987 -0.68902 1.87171
165 H -4.02652 2.07642 9.96540
166 H -2.10037 2.34261 5.91532
167 H -6.06714 2.13957 2.10427
168 H 0.59741 10.17032 0.74441
169 H -5.42004 4.07540 -3.14155
170 H 1.99025 2.68306 -5.72848
171 H 9.27089 -5.23363 -4.13715
172 H -1.25115 2.89390 1.05758
173 H 9.28841 -3.58212 -4.69331
174 H -4.74261 0.57766 1.98901
175 H 2.57064 2.59865 -7.35986
176 H 2.40095 -4.31629 0.99494
177 H -5.92518 3.59619 -1.51140
178 H -1.87577 6.32570 4.93881
179 H 2.09696 9.65436 1.74447
180 H 3.01023 2.16001 5.95760
181 H 2.43184 -3.32190 -8.98485
182 H 1.14771 4.88449 -0.59138
183 H 3.36664 -1.08857 -1.95855
184 H -7.68530 -3.24458 2.51206
185 H 4.10694 -0.11760 0.89870
186 H -6.15383 3.42992 0.91910
187 H 3.53324 3.09058 4.62613
188 H 4.51029 -2.02255 2.53627
189 H -4.27027 -3.29457 -1.51737
190 H -3.63727 2.12942 4.93787
191 H 0.08729 -2.41600 -9.29791
192 H -3.29581 -0.94033 -7.46188
193 H 4.77142 0.93122 2.32268
194 H -3.81045 1.36774 -0.00786
195 H 4.35582 1.95373 -0.60179
196 H 0.18109 -1.72893 1.10170
197 H 5.41765 -0.93850 3.51810
198 H 0.41565 2.71964 9.73651
199 H -3.32833 -4.70198 -1.97133
200 H -0.47709 -1.34430 -3.29950
201 H -0.50596 4.09538 9.23014
202 H 3.08565 -2.83711 -6.26037
203 H 0.41896 -5.70579 -0.86246
204 H 2.47108 5.66110 -1.46961
205 H 3.90157 -7.13094 -3.06240
206 H -2.57947 -0.01024 4.06438
207 H -4.93329 0.50613 10.35224
208 H 1.40303 -4.50073 -9.68828
209 H 5.21407 -6.54273 -4.16714
210 H -2.47461 0.47900 0.74109

Properties
HOMO-LUMO gap	10.760	eV

Results of the Mulliken charge analysis, in e, for atoms 1 through 6:
1 O -0.4673
2 O -0.0848
3 O -0.3955
4 O -0.6275
5 O -0.6098
6 O -0.2813

***

# 3
Entry from the OMol25 dataset: a single C19H25N3O5 molecule (wB97M-V/def2-TZVPD).

Cartesian coordinates (Å):
1 O 2.99926 1.35836 -2.27087
2 O -5.11986 1.65042 -0.23207
3 O 6.40604 -0.77394 0.03336
4 O -1.28925 3.69971 0.88951
5 O -1.31732 -0.71018 -0.85287
6 N -3.19971 0.46783 -0.55120
7 N 0.95231 0.29976 -0.32701
8 N -3.14792 2.61891 0.28745
9 C 4.14058 -1.11237 0.87452
10 C -3.91589 1.58177 -0.16812
11 C -5.40042 -3.81277 0.74806
12 C -1.76731 2.67685 0.43715
13 C 6.92474 -1.61498 1.03711
14 C 5.06697 -0.56471 -0.01023
15 C -4.27381 -1.64934 0.11042
16 C 0.33929 1.39938 0.08440
17 C 2.80468 -0.80288 0.72240
18 C 2.34441 0.03689 -0.28497
19 C 1.19295 2.49819 0.63500
20 C 1.28048 2.36750 2.15890
21 C -5.09514 -2.83718 -0.38173
22 C -3.96222 -0.67970 -1.02753
23 C -1.82489 0.35355 -0.48004
24 C 1.70701 1.41504 -2.83714
25 C 4.61367 0.25109 -1.04017
26 C 3.26645 0.55412 -1.20768
27 C -1.06453 1.48008 0.01970
28 H 0.75914 3.46717 0.39544
29 H -4.54377 -3.35397 -1.17025
30 H 1.85406 1.80273 -3.84533
31 H 1.93500 3.13978 2.55248
32 H -5.98800 -4.65084 0.38107
33 H 1.67878 1.39498 2.44073
34 H 6.52420 -2.63036 0.95676
35 H -4.88716 -0.29458 -1.45962
36 H -4.47884 -4.20085 1.17641
37 H 1.24454 0.42762 -2.89636
38 H -5.96305 -3.31820 1.53663
39 H 0.29593 2.49384 2.59958
40 H 0.30708 -0.45818 -0.61023
41 H -3.36694 -1.17732 -1.79545
42 H -6.03061 -2.47306 -0.81131
43 H 1.05016 2.09666 -2.28929
44 H -4.82786 -1.11669 0.88648
45 H 6.72114 -1.22014 2.03736
46 H 2.08046 -1.21252 1.41109
47 H 5.32342 0.66075 -1.73941
48 H 2.19601 2.43078 0.21215
49 H -3.33494 -2.00532 0.54011
50 H 8.00057 -1.63909 0.87255
51 H 4.44215 -1.76474 1.67692
52 H -3.65204 3.45019 0.57512

Properties
SMILES	CCCCN1C(=O)NC(=O)/C(=C(\CC)Nc2ccc(OC)cc2OC)C1=O
HOMO-LUMO gap	9.140	eV

Results of the Mulliken charge analysis, in e, for atoms 1 through 6:
1 O -0.5141
2 O -0.6446
3 O -0.4488
4 O -0.7126
5 O -0.8834
6 N 0.1438

***

Lowest unoccupied orbital energy in eV, matching the order above: 0.24; 0.35; 0.48